A:
Here is a structure of composition C5H14N2O from the Open Molecules 2025 dataset. Energies are from wB97M-V/def2-TZVPD.

## Properties
Gap between HOMO and LUMO (alpha / beta) in eV: 7.3813 / 7.3823
M in g/mol: 118.180
HOMO energy (alpha / beta) in eV: -7.2 / -7.2
LUMO energy (alpha / beta) in eV: 0.16 / 0.16

Positions of all 22 atoms, in Å:
C -0.594 -0.056 -0.123
C 2.409 -1.059 -0.440
C -1.792 1.485 0.388
C -1.477 -0.734 -1.141
C -0.353 -0.785 1.176
N 0.098 1.031 -0.590
N 1.022 1.609 0.158
O 1.215 -0.865 -1.083
H 1.529 2.331 -0.334
H 1.475 1.081 0.897
H 3.119 -1.641 -1.055
H 2.324 -1.599 0.530
H 2.960 -0.112 -0.196
H -0.903 -1.549 -1.581
H -1.282 -0.837 1.751
H -1.342 1.962 1.253
H -2.633 0.845 0.642
H -2.027 2.168 -0.421
H -1.757 -0.039 -1.933
H -2.378 -1.134 -0.670
H 0.393 -0.311 1.815
H -0.007 -1.793 0.956

Atom charges from the Mulliken analysis, given in e for atoms 1 to 2: 1.480, -0.678



B:
Here is a cluster of 3 separate species, C5H14N2O in total from the Open Molecules 2025 dataset. Energies are from wB97M-V/def2-TZVPD.

## Properties
Gap between HOMO and LUMO (alpha / beta) in eV: 7.1236 / 7.1137
M in g/mol: 118.180
HOMO energy (alpha / beta) in eV: -6.5 / -6.5
LUMO energy (alpha / beta) in eV: 0.65 / 0.64

Positions of all 22 atoms, in Å:
C -2.204 -0.001 -0.062
C -0.167 1.355 1.555
C -0.178 0.694 0.199
N -2.405 0.226 -1.409
O 0.058 1.326 -0.859
H -2.169 -0.563 -1.996
H -1.883 1.047 -1.725
H -2.578 0.772 0.601
H -2.406 -1.011 0.280
H 0.833 1.740 1.780
H -0.842 2.215 1.554
H -0.467 0.666 2.348
C 1.454 -0.756 0.298
C 1.152 -1.740 -0.794
N 2.489 0.118 0.011
H 2.304 0.649 -0.840
H 2.715 0.755 0.764
H 1.455 -1.125 1.319
H -0.397 -0.410 0.220
H 0.328 -2.403 -0.520
H 2.027 -2.358 -1.019
H 0.881 -1.198 -1.705

Atom charges from the Mulliken analysis, given in e for atoms 1 to 2: -0.799, -1.485



C:
Here is the molecule C5H14N2O from the Open Molecules 2025 dataset. Energies are from wB97M-V/def2-TZVPD.

## Properties
Gap between HOMO and LUMO in eV: 9.3471
M in g/mol: 118.180
HOMO energy in eV: -8.3
LUMO energy in eV: 1.01
SMILES: CN[C@H](C)CNCO

Positions of all 22 atoms, in Å:
C -2.213 -1.536 0.180
N -1.204 -1.246 -0.792
C -0.591 0.173 -0.854
C -0.375 0.597 -2.276
C 0.767 0.171 -0.244
N 0.664 0.382 1.225
C 1.981 0.781 1.796
O 2.213 1.073 3.175
H -2.782 -0.773 0.604
H -1.694 -2.108 1.032
H -2.897 -2.300 -0.299
H -1.209 -1.602 -1.823
H -1.294 0.915 -0.401
H -1.312 0.513 -2.908
H 0.410 -0.009 -2.755
H 0.059 1.630 -2.293
H 1.411 0.979 -0.764
H 1.332 -0.813 -0.388
H -0.076 1.128 1.311
H 2.434 1.673 1.111
H 2.631 -0.174 1.636
H 1.745 0.547 3.726

Atom charges from the Mulliken analysis, given in e for atoms 1 to 2: -0.919, -0.289



D:
Here is the molecule C5H14N2O from the Open Molecules 2025 dataset. Energies are from wB97M-V/def2-TZVPD.

## Properties
Gap between HOMO and LUMO in eV: 9.4475
M in g/mol: 118.180
HOMO energy in eV: -8.5
LUMO energy in eV: 0.92
SMILES: CN(C)C[C@H](N)CO

Positions of all 22 atoms, in Å:
C -0.387 1.105 -2.324
N -0.264 -0.081 -1.451
C -0.377 -1.300 -2.227
C 0.887 0.018 -0.544
C 0.398 0.448 0.845
N 1.542 0.424 1.766
C -0.770 -0.405 1.355
O -1.008 -0.127 2.737
H -0.689 1.908 -1.652
H 0.550 1.291 -2.861
H -1.155 0.954 -3.078
H -1.406 -1.334 -2.587
H 0.335 -1.449 -3.058
H -0.190 -2.180 -1.600
H 1.610 0.746 -0.922
H 1.369 -0.956 -0.453
H 0.080 1.496 0.812
H 1.206 0.214 2.691
H 2.236 -0.249 1.480
H -1.658 -0.217 0.756
H -0.508 -1.464 1.321
H -1.420 0.738 2.806

Atom charges from the Mulliken analysis, given in e for atoms 1 to 2: -1.072, 0.275



It comes down to D, which is 36.6 kcal/mol more stable than the next structure.



A:
Here is a cluster of 2 separate species, C5H14N2O in total from the Open Molecules 2025 dataset. Energies are from wB97M-V/def2-TZVPD.

## Properties
Gap between HOMO and LUMO in eV: 3.9005
M in g/mol: 118.180
HOMO energy in eV: -7.7
LUMO energy in eV: -3.80

Positions of all 22 atoms, in Å:
C -1.172 0.337 -0.991
N -1.172 -1.016 -0.354
C -0.660 -1.004 1.015
C 0.862 -1.114 1.124
C 1.624 0.186 0.894
O -1.032 1.450 1.972
C -0.302 0.380 -2.243
N 1.071 0.226 -1.922
H -0.821 1.083 -0.271
H -2.205 0.521 -1.298
H -0.356 -1.460 -0.788
H -1.031 -0.019 1.544
H -1.224 -1.753 1.577
H 1.169 -1.487 2.103
H 1.235 -1.793 0.340
H 1.161 1.124 1.199
H 1.619 0.420 -0.195
H 2.668 0.188 1.217
H -0.515 1.342 -2.738
H -0.487 -0.529 -2.854
H -1.856 1.751 2.379
H 1.425 1.168 -1.709

Atom charges from the Mulliken analysis, given in e for atoms 1 to 2: -0.201, -0.378



B:
Here is a cluster of 2 separate species, C5H14N2O in total from the Open Molecules 2025 dataset. Energies are from wB97M-V/def2-TZVPD.

## Properties
Gap between HOMO and LUMO in eV: 10.6710
M in g/mol: 118.180
HOMO energy in eV: -9.8
LUMO energy in eV: 0.85
SMILES: CCCC/N=C\N.O

Positions of all 22 atoms, in Å:
C -2.738 0.182 -1.549
C -1.611 0.662 -0.651
C -0.236 0.435 -1.267
C 0.926 0.827 -0.358
N 0.974 -0.068 0.804
C 2.060 -0.567 1.182
N 3.342 -0.332 0.568
H -3.715 0.389 -1.120
H -2.701 0.654 -2.529
H -2.684 -0.900 -1.694
H -1.728 1.724 -0.421
H -1.647 0.143 0.306
H -0.142 1.013 -2.188
H -0.113 -0.620 -1.531
H 0.776 1.831 0.036
H 1.867 0.785 -0.907
H 2.061 -1.236 2.044
H 3.768 -1.236 0.354
H 3.969 0.057 1.271
O -0.634 -1.581 2.663
H -1.466 -1.229 2.992
H -0.328 -0.931 1.996

Atom charges from the Mulliken analysis, given in e for atoms 1 to 2: -1.297, -0.035



C:
Here is the molecule C5H14N2O from the Open Molecules 2025 dataset. Energies are from wB97M-V/def2-TZVPD.

## Properties
Gap between HOMO and LUMO in eV: 9.3179
M in g/mol: 118.180
HOMO energy in eV: -8.5
LUMO energy in eV: 0.86
SMILES: CN(CN)C(C)(C)O

Positions of all 22 atoms, in Å:
C 1.228 1.646 0.455
N 0.427 0.758 -0.381
C -1.182 1.223 -0.204
N -2.220 0.341 -0.561
C 0.519 -0.622 -0.135
C 0.064 -1.201 1.202
C 0.048 -1.468 -1.316
O 2.147 -0.914 -0.127
H 1.153 1.417 1.523
H 2.277 1.592 0.153
H 0.917 2.688 0.314
H -1.192 2.094 -0.861
H -1.296 1.543 0.833
H -2.556 -0.209 0.221
H -2.908 0.731 -1.195
H 0.196 -0.507 2.036
H 0.679 -2.079 1.429
H -0.976 -1.532 1.184
H -1.016 -1.715 -1.305
H 0.564 -2.435 -1.300
H 0.317 -0.994 -2.265
H 2.811 -0.356 0.299

Atom charges from the Mulliken analysis, given in e for atoms 1 to 2: -1.108, -0.154



D:
Here is a cluster of 3 separate species, C5H14N2O in total from the Open Molecules 2025 dataset. Energies are from wB97M-V/def2-TZVPD.

## Properties
Gap between HOMO and LUMO (alpha / beta) in eV: 8.3357 / 7.5909
M in g/mol: 118.180
HOMO energy (alpha / beta) in eV: -7.3 / -6.8
LUMO energy (alpha / beta) in eV: 1.02 / 0.82

Positions of all 22 atoms, in Å:
C 0.155 -0.857 0.155
C 0.206 1.623 0.058
C -0.431 -3.223 -0.394
C -0.940 2.074 0.897
C 1.579 1.720 0.633
N -0.713 -0.678 -0.787
N -0.309 -0.666 -2.075
O -0.213 -0.931 1.444
H -1.180 -0.928 1.478
H 1.226 -0.968 0.014
H 0.122 1.822 -1.006
H 0.670 -0.463 -2.255
H -0.948 -0.148 -2.656
H -1.506 -3.332 -0.455
H 0.107 -3.317 -1.329
H 0.045 -3.611 0.498
H 1.637 1.231 1.611
H -0.906 1.613 1.890
H -0.925 3.165 1.067
H -1.901 1.834 0.437
H 1.889 2.768 0.790
H 2.337 1.270 -0.017

Atom charges from the Mulliken analysis, given in e for atoms 1 to 2: -0.373, 0.188



It comes down to B, which is 37.6 kcal/mol more stable than the next structure.



A:
Here is a structure of composition C5H14N2O from the Open Molecules 2025 dataset. Energies are from wB97M-V/def2-TZVPD.

## Properties
Gap between HOMO and LUMO in eV: 7.3864
M in g/mol: 118.180
HOMO energy in eV: -7.6
LUMO energy in eV: -0.23

Positions of all 22 atoms, in Å:
C 0.373 -0.505 -1.338
O -0.938 -0.847 -1.706
C 0.515 1.023 -1.107
C 0.642 1.681 -2.462
H 1.046 -0.674 -2.181
H 0.738 -1.155 -0.495
H 1.464 1.151 -0.506
H -0.309 1.356 -0.494
H 0.463 2.761 -2.350
H -0.128 1.295 -3.163
H 1.659 1.513 -2.847
C -1.179 -1.270 1.632
C -0.720 -0.006 1.974
N 0.616 0.047 2.587
N -1.744 -1.661 0.507
H -0.676 -2.084 2.174
H -0.956 1.007 1.699
H 0.678 0.600 3.464
H 0.914 -0.907 2.757
H 1.271 0.421 1.903
H -1.425 -1.249 -0.740
H -2.302 -2.497 0.693

Atom charges from the Mulliken analysis, given in e for atoms 1 to 2: -0.659, -0.694



B:
Here is the molecule C5H14N2O from the Open Molecules 2025 dataset. Energies are from wB97M-V/def2-TZVPD.

## Properties
Gap between HOMO and LUMO in eV: 8.7970
M in g/mol: 118.180
HOMO energy in eV: -7.9
LUMO energy in eV: 0.88
SMILES: CC[C@](C)(O)NNC

Positions of all 22 atoms, in Å:
C -2.189 1.672 0.097
C -1.998 0.176 0.057
C -0.233 -0.350 0.196
C -0.223 -1.871 0.251
O 0.228 0.259 1.347
N 0.173 0.258 -0.977
N 1.872 0.071 -1.168
C 2.801 0.154 -0.059
H -3.237 1.924 0.300
H -1.586 2.125 0.888
H -1.911 2.135 -0.854
H -2.412 -0.301 0.950
H -2.451 -0.276 -0.827
H 0.787 -2.232 0.453
H -0.876 -2.233 1.051
H -0.558 -2.300 -0.697
H 0.697 -0.396 1.882
H -0.217 -0.213 -1.791
H 2.083 0.858 -1.790
H 3.835 0.079 -0.425
H 2.672 -0.661 0.657
H 2.746 1.121 0.457

Atom charges from the Mulliken analysis, given in e for atoms 1 to 2: -1.060, -0.647



It comes down to B, which is 19.5 kcal/mol more stable than the next structure.